Version i
Molecular formula: C5H14N2O
Method: DFT, ωB97M-V with the def2-TZVPD basis set

Positions of all 22 atoms, in Å:
1 C -0.606 2.300 -0.850
2 C 0.594 1.882 -0.489
3 C 1.537 2.674 0.369
4 O 1.898 1.848 1.468
5 H -1.321 1.702 -1.394
6 H -0.947 3.294 -0.578
7 H 0.914 0.861 -0.676
8 H 2.432 2.949 -0.203
9 H 1.045 3.596 0.688
10 H 2.336 2.391 2.129
11 C 0.557 -2.379 -0.722
12 N -0.121 -2.334 0.569
13 C -1.561 -2.097 0.422
14 N -1.919 -0.710 0.232
15 H 1.627 -2.502 -0.563
16 H 0.186 -3.178 -1.376
17 H 0.417 -1.421 -1.224
18 H 0.000 -3.231 1.026
19 H -2.068 -2.439 1.325
20 H -1.956 -2.683 -0.420
21 H -1.452 -0.147 0.935
22 H -1.593 -0.375 -0.666

The molecular weight comes out at 118.18 u. As for the SMILES: C=CCO.CNCN. Its spin multiplicity is 1. Its total charge is 0.



Version ii
Molecular formula: C5H14N2O
Method: DFT, ωB97M-V with the def2-TZVPD basis set

Positions of all 22 atoms, in Å:
1 C 0.510 -1.487 -0.605
2 C -0.155 0.996 0.046
3 C 0.417 0.067 0.899
4 C -1.608 1.027 -0.298
5 C 0.089 2.344 1.783
6 N 1.471 -1.128 -1.585
7 N -0.726 -1.887 -1.171
8 O 1.034 -2.524 0.186
9 H 1.926 -2.245 0.436
10 H 0.507 1.458 -0.682
11 H 1.764 -1.946 -2.127
12 H 1.069 -0.460 -2.232
13 H -0.598 -2.724 -1.750
14 H -1.378 -2.137 -0.435
15 H 1.484 0.114 1.077
16 H -0.203 -0.407 1.654
17 H -2.209 0.512 0.453
18 H -1.767 0.570 -1.278
19 H -1.958 2.060 -0.369
20 H 0.612 2.034 2.685
21 H -0.920 2.642 2.058
22 H 0.637 3.122 1.255

The molecular weight comes out at 118.18 u. Its spin multiplicity is 1. Its total charge is 0.



Version iii
Molecular formula: C5H14N2O
Method: DFT, ωB97M-V with the def2-TZVPD basis set

Positions of all 22 atoms, in Å:
1 C -0.277 0.189 1.926
2 C -0.061 -1.651 1.239
3 N 0.755 -1.597 0.113
4 O -1.661 0.452 1.957
5 H -2.128 -0.385 2.064
6 H 1.624 -2.105 0.180
7 H 0.284 -1.723 -0.772
8 H 0.291 1.116 1.961
9 H 0.055 -0.175 2.908
10 H 0.421 -2.068 2.119
11 H -1.035 -2.119 1.082
12 C 0.702 0.129 -2.443
13 N -1.197 1.673 -0.725
14 C 0.138 1.458 -0.346
15 C 1.041 0.830 -1.159
16 H -1.623 0.833 -1.095
17 H -1.755 2.036 0.038
18 H 0.503 2.225 0.323
19 H 2.089 1.040 -0.993
20 H 1.370 -0.716 -2.623
21 H 0.789 0.804 -3.306
22 H -0.325 -0.246 -2.447

The molecular weight comes out at 118.18 u. Its spin multiplicity is 1. Its total charge is 0.



Of them, version i has the highest stability.



Version i
Molecular formula: C5H14N2O
Method: DFT, ωB97M-V with the def2-TZVPD basis set

Positions of all 22 atoms, in Å:
1 C 1.042 0.293 0.554
2 C 1.577 1.723 0.618
3 C -1.075 -1.446 1.100
4 C -0.818 0.013 0.973
5 N 1.712 -0.566 -0.413
6 N -1.505 0.955 1.412
7 H 1.286 -0.155 1.523
8 H 1.800 -0.089 -1.306
9 H 2.660 -0.799 -0.127
10 H -1.252 1.894 1.119
11 H 1.448 2.232 -0.340
12 H 1.076 2.299 1.402
13 H 2.636 1.738 0.898
14 H -0.322 -2.010 0.548
15 H -1.026 -1.719 2.156
16 H -2.072 -1.676 0.720
17 C -1.417 -0.669 -2.059
18 O -1.020 0.481 -1.349
19 H -0.112 0.428 -0.625
20 H -2.433 -0.955 -1.762
21 H -0.734 -1.514 -1.907
22 H -1.449 -0.459 -3.135

The molecular weight comes out at 118.18 u. Its spin multiplicity is 1. Its total charge is 0.



Version ii
Molecular formula: C5H14N2O
Method: DFT, ωB97M-V with the def2-TZVPD basis set

Positions of all 22 atoms, in Å:
1 C -0.750 -1.723 1.059
2 C 0.495 -1.559 0.609
3 C 1.480 -2.696 0.553
4 N 0.882 -0.409 -0.093
5 C 0.113 -0.108 -1.498
6 H -1.483 -0.941 0.975
7 H -1.031 -2.620 1.581
8 H 2.464 -2.371 0.900
9 H 1.143 -3.531 1.153
10 H 1.604 -3.052 -0.475
11 H 1.869 -0.447 -0.325
12 H 0.036 -1.022 -2.087
13 H -0.871 0.257 -1.212
14 H 0.650 0.688 -2.004
15 C -1.681 2.444 0.274
16 N -0.301 2.067 0.157
17 O 0.506 3.206 -0.140
18 H -1.862 3.329 0.897
19 H -2.232 1.614 0.715
20 H -2.075 2.644 -0.733
21 H 0.227 1.180 0.739
22 H 0.818 3.049 -1.046

The molecular weight comes out at 118.18 u. As for the SMILES: C=C(C)NC.CNO. Its spin multiplicity is 1. Its total charge is 0.



Version iii
Molecular formula: C5H14N2O
Method: DFT, ωB97M-V with the def2-TZVPD basis set

Positions of all 22 atoms, in Å:
1 H -0.040 0.378 2.272
2 N 0.756 0.731 1.751
3 C 0.595 0.732 0.481
4 C 1.684 1.358 -0.358
5 N -0.678 0.390 -0.200
6 C -1.028 1.111 -1.438
7 C -1.862 0.167 0.649
8 H 2.098 0.638 -1.066
9 H 1.341 2.238 -0.906
10 H 2.508 1.683 0.279
11 H -1.231 2.161 -1.214
12 H -1.911 0.660 -1.899
13 H -0.218 1.040 -2.165
14 H -2.655 -0.303 0.063
15 H -2.220 1.116 1.055
16 H -1.625 -0.535 1.449
17 C 0.933 -2.568 0.400
18 O 0.774 -1.631 -0.629
19 H -0.033 -2.988 0.711
20 H 1.404 -2.087 1.271
21 H 1.583 -3.391 0.079
22 H -0.175 -0.899 -0.584

The molecular weight comes out at 118.18 u. As for the SMILES: [H]/N=C(/C)N(C)C.CO. Its spin multiplicity is 1. Its total charge is 0.



Version iv
Molecular formula: C5H14N2O
Method: DFT, ωB97M-V with the def2-TZVPD basis set

Positions of all 22 atoms, in Å:
1 C -0.969 0.322 -1.076
2 C 0.386 0.139 -1.629
3 C 1.150 0.603 0.574
4 C -0.811 -1.524 0.583
5 C 2.413 -0.203 0.468
6 N -0.888 -0.082 0.387
7 N -1.820 0.492 1.285
8 O -1.398 1.662 -1.135
9 H -0.626 2.229 -1.008
10 H -1.782 -0.286 -1.507
11 H -2.679 -0.054 1.353
12 H -2.112 1.397 0.926
13 H 0.646 0.856 -2.405
14 H 0.644 -0.882 -1.897
15 H 0.795 0.642 1.602
16 H 1.211 1.616 0.205
17 H -0.024 -1.935 -0.041
18 H -1.760 -2.007 0.314
19 H -0.588 -1.725 1.630
20 H 2.923 -0.013 -0.474
21 H 3.076 0.030 1.315
22 H 2.212 -1.275 0.529

The molecular weight comes out at 118.18 u. Its spin multiplicity is 1. Its total charge is 0.



Of them, version iii has the highest stability.



Version i
Molecular formula: C5H14N2O
Method: DFT, ωB97M-V with the def2-TZVPD basis set

Positions of all 22 atoms, in Å:
1 C -1.113 -2.514 2.229
2 C -0.180 -1.769 1.240
3 C -0.249 -0.260 1.561
4 C 0.675 0.686 0.781
5 N 0.225 0.629 -0.633
6 C 0.394 1.663 -1.332
7 N 1.011 2.847 -0.852
8 H -0.823 -3.538 2.462
9 H -1.114 -1.978 3.174
10 H -2.092 -2.571 1.761
11 H 0.863 -2.077 1.281
12 H -0.592 -1.891 0.237
13 H 0.021 -0.199 2.626
14 H -1.281 0.091 1.542
15 H 1.727 0.425 0.837
16 H 0.429 1.682 1.147
17 H 0.057 1.711 -2.361
18 H 0.881 3.627 -1.490
19 H 2.026 2.778 -0.733
20 O -0.656 -0.833 -2.748
21 H -0.871 -1.751 -2.795
22 H -0.401 -0.637 -1.821

The molecular weight comes out at 118.18 u. As for the SMILES: CCCC/N=C\N.O. Its spin multiplicity is 1. Its total charge is 0.



Version ii
Molecular formula: C5H14N2O
Method: DFT, ωB97M-V with the def2-TZVPD basis set

Positions of all 22 atoms, in Å:
1 C -0.415 -0.441 0.958
2 C 1.405 0.111 -0.872
3 C -0.530 0.229 -0.308
4 C 1.424 0.229 -2.372
5 C -2.481 0.334 0.853
6 N 0.346 0.119 1.937
7 N -0.536 -1.802 1.011
8 O 1.936 1.291 -0.236
9 H 2.821 1.489 -0.578
10 H 1.967 -0.760 -0.518
11 H 0.906 0.917 1.640
12 H 0.453 -0.372 2.811
13 H -1.440 -2.181 0.773
14 H -0.113 -2.269 1.799
15 H -1.016 -0.278 -1.127
16 H -0.489 1.307 -0.315
17 H 2.426 0.449 -2.776
18 H 1.082 -0.705 -2.828
19 H 0.763 1.036 -2.712
20 H -2.971 0.939 0.089
21 H -3.105 -0.553 0.993
22 H -2.434 0.912 1.778

The molecular weight comes out at 118.18 u. Its spin multiplicity is 1. Its total charge is 0.



Version iii
Molecular formula: C5H14N2O
Method: DFT, ωB97M-V with the def2-TZVPD basis set

Positions of all 22 atoms, in Å:
1 C -1.171 -0.418 -0.194
2 C -1.771 -1.796 0.043
3 C -1.785 0.607 0.752
4 O -1.453 -0.022 -1.555
5 H -2.413 -0.028 -1.699
6 H 0.173 -0.549 0.194
7 H -1.581 0.344 1.791
8 H -2.861 -1.793 -0.103
9 H -1.581 -2.136 1.062
10 H -1.352 -2.522 -0.655
11 H -1.375 1.600 0.559
12 H -2.876 0.669 0.634
13 C 2.066 0.578 -0.143
14 N 2.706 1.625 0.471
15 N 1.483 0.805 -1.347
16 C 1.711 -0.591 0.538
17 H 0.621 0.237 -1.459
18 H 3.272 1.402 1.273
19 H 2.895 2.459 -0.064
20 H 1.351 1.765 -1.632
21 H 1.831 -1.520 -0.004
22 H 2.111 -0.715 1.536

The molecular weight comes out at 118.18 u. Its spin multiplicity is 1. Its total charge is 0.



Version iv
Molecular formula: C5H14N2O
Method: DFT, ωB97M-V with the def2-TZVPD basis set

Positions of all 22 atoms, in Å:
1 C 2.219 -1.023 1.193
2 C 0.860 -0.474 1.572
3 C -0.381 -0.257 0.312
4 C -0.615 -1.554 -0.444
5 N -1.533 0.262 0.919
6 N 0.344 0.773 -0.304
7 O -0.392 0.880 -1.813
8 C -1.061 2.102 -1.957
9 H 2.812 -0.289 0.643
10 H 2.137 -1.931 0.587
11 H 2.785 -1.292 2.093
12 H 0.327 -1.200 2.194
13 H 0.940 0.454 2.141
14 H 0.318 -1.949 -0.852
15 H -1.285 -1.368 -1.289
16 H -1.077 -2.312 0.196
17 H -2.367 0.146 0.359
18 H -1.406 1.221 1.220
19 H 1.203 0.428 -0.722
20 H -2.153 1.943 -1.978
21 H -0.791 2.595 -2.901
22 H -0.883 2.845 -1.167

The molecular weight comes out at 118.18 u. As for the SMILES: CC[C@@](C)(N)NOC. Its spin multiplicity is 1. Its total charge is 0.



Of them, version i has the highest stability.